No. 1
DFT (ωB97M-V/def2-TZVPD) results for a 2-piece molecular cluster, C4H9NO overall.

```
15
Properties=species:S:1:pos:R:3
C -0.02 -0.62 2.31
C 2.00 0.08 1.39
N 0.97 -0.61 1.21
H -1.00 -0.83 1.88
H 0.24 -1.38 3.04
H -0.04 0.35 2.82
H 2.73 0.24 0.61
H 2.24 0.50 2.37
C -1.89 0.91 -2.23
C -0.68 0.70 -1.76
O -0.26 -0.50 -1.25
H -2.20 1.89 -2.60
H -2.63 0.12 -2.31
H 0.07 1.47 -1.61
H 0.02 -0.46 -0.31
```

## Properties
Gap between HOMO and LUMO   9.65 eV
Structure (SMILES)   C=CO.C=NC
LUMO energy   0.8 eV
E_tot   -287.73064 hartree
E_HOMO   -0.3247 hartree

***

No. 2
DFT (ωB97M-V/def2-TZVPD) results for C42H49BBiN16O2S3 as an isolated structure.

```
114
Properties=species:S:1:pos:R:3
Bi -0.10 -0.39 0.58
C -0.45 -1.93 3.93
C -1.52 -0.99 3.51
C -2.54 -0.48 4.32
C -3.27 0.36 3.52
N -2.75 0.35 2.28
N -1.65 -0.47 2.28
B -3.29 1.06 1.00
N -2.35 2.25 0.66
C -2.54 3.56 0.50
C -1.30 4.17 0.38
C -0.38 3.12 0.50
C 1.12 3.21 0.52
N -1.02 1.97 0.67
N -3.25 0.05 -0.19
C -4.31 -0.38 -0.88
C -3.88 -1.25 -1.86
C -2.50 -1.31 -1.71
C -1.55 -2.13 -2.52
N -2.11 -0.51 -0.70
N -4.73 1.46 1.22
C -5.74 0.70 1.74
C -6.92 1.28 1.38
C -6.56 2.40 0.61
C -7.46 3.41 -0.04
N -5.25 2.49 0.50
H 0.09 -1.51 4.79
H -0.89 -2.88 4.25
H 0.27 -2.13 3.15
H -2.71 -0.71 5.36
H -4.14 0.96 3.73
H -3.54 3.96 0.46
H -1.10 5.22 0.24
H 1.47 3.91 -0.24
H 1.47 3.57 1.49
H 1.59 2.24 0.35
H -5.30 -0.02 -0.64
H -4.48 -1.76 -2.59
H -2.10 -2.59 -3.34
H -0.75 -1.52 -2.94
H -1.10 -2.92 -1.92
H -5.55 -0.20 2.29
H -7.91 0.95 1.65
H -8.34 3.58 0.56
H -6.94 4.35 -0.18
H -7.78 3.06 -1.02
C 0.68 4.04 -4.40
C 0.01 2.80 -3.83
S 0.96 1.86 -2.61
C 2.22 0.99 -3.60
C 3.44 1.90 -3.67
S 3.43 2.72 -2.05
C 3.85 4.44 -2.36
C 3.05 5.19 -3.42
S 1.27 5.22 -3.15
H -0.06 4.56 -5.01
H 1.50 3.78 -5.07
H -0.26 2.09 -4.62
H -0.90 3.06 -3.30
H 1.83 0.71 -4.58
H 2.42 0.07 -3.04
H 3.34 2.65 -4.45
H 4.37 1.36 -3.82
H 4.92 4.47 -2.60
H 3.74 4.91 -1.38
H 3.27 4.82 -4.42
H 3.41 6.22 -3.40
O 5.33 0.68 6.89
N 4.65 1.35 6.15
O 4.49 2.55 6.22
C 3.99 0.65 5.03
C 4.65 -0.39 4.49
C 4.11 -1.08 3.36
C 4.76 -2.20 2.80
C 4.17 -2.84 1.75
C 2.96 -2.35 1.26
N 2.34 -1.29 1.75
C 2.91 -0.66 2.80
C 2.18 0.45 3.40
N 0.99 0.79 2.87
C 0.25 1.70 3.49
C 0.67 2.35 4.65
C 1.90 2.06 5.17
C 2.70 1.09 4.55
H 5.59 -0.70 4.92
H 5.69 -2.55 3.22
H 4.62 -3.72 1.31
H 2.46 -2.85 0.44
H -0.71 1.92 3.05
H 0.01 3.07 5.12
H 2.25 2.57 6.06
N -0.29 -2.62 0.72
C -0.82 -3.62 1.07
N -1.39 -4.69 1.35
C -1.56 -5.13 2.59
N -1.73 -5.52 3.67
N 1.54 -1.64 -1.56
C 1.60 -2.59 -2.23
N 1.65 -3.72 -2.89
C 1.33 -4.98 -2.18
C 0.15 -5.69 -2.84
C 0.24 -5.63 -4.38
C 1.61 -5.16 -4.86
C 1.89 -3.76 -4.35
H 1.11 -4.72 -1.14
H 2.22 -5.60 -2.18
H -0.78 -5.25 -2.50
H 0.15 -6.72 -2.49
H -0.52 -4.93 -4.76
H 0.00 -6.60 -4.81
H 1.67 -5.15 -5.94
H 2.39 -5.85 -4.51
H 1.21 -3.05 -4.83
H 2.92 -3.45 -4.56
```

## Properties
Gap between HOMO and LUMO (spin up / spin down)   8.10 / 4.89 eV
Spin multiplicity   2
LUMO energy (spin up / spin down)   -4.9 / -8.1 eV
E_tot   -4089.98182 hartree
Total charge   +2
E_HOMO (spin up / spin down)   -0.4783 / -0.4783 hartree

***

No. 3
DFT (ωB97M-V/def2-TZVPD) results for one molecule with the formula C4H9NO.

```
15
Properties=species:S:1:pos:R:3
C 0.75 0.71 -2.25
C 1.25 0.30 -0.88
O 0.67 -0.96 -0.51
C -0.19 -0.98 0.52
N -0.53 0.03 1.20
C -1.47 -0.16 2.28
H 0.94 -0.08 -2.98
H -0.32 0.92 -2.22
H 1.27 1.62 -2.59
H 2.34 0.15 -0.87
H 0.99 1.04 -0.12
H -0.54 -2.01 0.69
H -1.34 0.64 3.02
H -1.34 -1.12 2.80
H -2.50 -0.10 1.91
```

## Properties
Gap between HOMO and LUMO   10.68 eV
Structure (SMILES)   CCO/C=N/C
LUMO energy   1.2 eV
E_tot   -287.77810 hartree
E_HOMO   -0.3502 hartree

***

No. 4
DFT (ωB97M-V/def2-TZVPD) results for a 2-piece molecular cluster, C2H6BrNS overall.

```
11
Properties=species:S:1:pos:R:3
C -0.26 0.27 1.31
C 0.04 0.08 -1.13
N -0.10 0.88 0.03
S 0.16 2.49 0.02
Br -3.31 0.05 -0.07
H -1.33 0.17 1.47
H 0.18 -0.72 1.13
H 0.07 1.00 1.91
H 0.95 -0.51 -1.03
H -0.86 -0.52 -1.19
H 0.12 0.60 -2.06
```

## Properties
Gap between HOMO and LUMO (spin up / spin down)   8.66 / 4.74 eV
Spin multiplicity   3
LUMO energy (spin up / spin down)   0.8 / -3.8 eV
E_tot   -3106.64337 hartree
E_HOMO (spin up / spin down)   -0.2874 / -0.3143 hartree

***

No. 5
DFT (ωB97M-V/def2-TZVPD) results for C32H24ClN5O14S3Tl as an isolated structure.

```
80
Properties=species:S:1:pos:R:3
Tl 0.88 -0.47 0.02
O 1.04 3.36 3.71
C 1.66 2.39 3.01
O 2.17 2.56 1.94
C 1.65 1.08 3.75
C 1.23 0.99 5.08
C 1.26 -0.26 5.68
C 1.71 -1.35 4.95
C 2.10 -1.16 3.63
N 2.07 0.04 3.06
C 2.64 -2.26 2.73
O 2.79 -3.48 3.27
O 2.90 -2.06 1.59
H 1.05 4.15 3.15
H 0.91 1.87 5.61
H 0.95 -0.38 6.71
H 1.72 -2.32 5.43
H 2.50 -3.52 4.18
O -1.03 -6.56 0.54
C -1.73 -5.89 1.43
O -2.49 -6.41 2.21
C -1.52 -4.40 1.44
C -2.24 -3.52 2.23
Cl -3.50 -3.77 3.33
N -1.74 -2.27 2.01
N -0.72 -2.31 1.14
C -0.58 -3.57 0.77
C 0.44 -3.86 -0.30
O 0.52 -5.04 -0.70
O 1.12 -2.88 -0.68
C -2.14 -1.01 2.54
C -3.45 -0.58 2.40
C -3.81 0.67 2.88
C -2.86 1.48 3.49
C -1.55 1.04 3.61
C -1.18 -0.20 3.14
H -0.46 -5.94 -0.02
H -4.17 -1.20 1.89
H -4.82 1.03 2.75
H -3.14 2.46 3.86
H -0.80 1.68 4.08
H -0.16 -0.56 3.21
O -5.22 3.17 -1.79
S -3.86 3.14 -1.35
O -3.49 3.91 -0.20
N -3.37 1.57 -1.10
C -2.41 1.27 -1.90
S -1.87 -0.37 -1.75
C -1.94 2.31 -2.84
C -0.92 2.30 -3.77
C -0.74 3.44 -4.55
C -1.57 4.54 -4.42
C -2.59 4.56 -3.47
C -2.73 3.44 -2.68
H -0.22 1.48 -3.88
H 0.08 3.44 -5.26
H -1.42 5.41 -5.05
H -3.23 5.42 -3.33
N 3.96 0.66 -0.03
C 3.42 0.62 -1.33
C 2.77 1.73 -1.87
C 2.31 1.71 -3.18
C 2.48 0.58 -3.97
C 3.09 -0.54 -3.42
C 3.54 -0.53 -2.11
S 1.95 0.58 -5.69
O 0.53 0.22 -5.64
O 2.18 1.95 -6.13
O 2.78 -0.42 -6.32
H 3.51 1.34 0.57
H 4.05 -0.24 0.41
H 2.65 2.62 -1.26
H 1.83 2.58 -3.61
H 3.21 -1.42 -4.04
H 4.02 -1.41 -1.69
C -0.40 -1.39 -3.67
O -0.49 -0.40 -2.61
H 0.03 -2.30 -3.26
H 0.26 -0.96 -4.43
H -1.39 -1.58 -4.09
```

## Properties
Gap between HOMO and LUMO   6.00 eV
LUMO energy   0.4 eV
E_tot   -4388.39707 hartree
Total charge   -1
E_HOMO   -0.2063 hartree

***

No. 6
DFT (ωB97M-V/def2-TZVPD) results for one molecule with the formula C5H10N4S.

```
20
Properties=species:S:1:pos:R:3
C 1.15 1.83 -0.02
C 1.39 -0.39 0.15
C -2.30 0.35 -0.66
C -1.50 -1.60 0.86
C -1.29 -0.73 -0.32
N -0.07 1.46 -0.12
N 2.03 0.80 0.13
N -0.10 0.13 -0.03
N 3.43 0.86 0.29
S 1.91 -1.89 -0.05
H 1.45 2.89 0.10
H -2.45 1.02 0.10
H -1.93 0.88 -1.44
H -3.32 -0.16 -0.95
H -1.84 -1.10 1.83
H -0.67 -2.26 0.95
H -2.50 -2.16 0.65
H -0.94 -1.31 -1.19
H 3.75 1.48 -0.43
H 3.80 -0.12 0.16
```

## Properties
Gap between HOMO and LUMO   8.69 eV
Structure (SMILES)   CC(C)n1ncn(N)c1=S
LUMO energy   0.8 eV
E_tot   -813.64330 hartree
E_HOMO   -0.2905 hartree

***

No. 7
DFT (ωB97M-V/def2-TZVPD) results for a 14-piece molecular cluster, C49H95Br2N13O5 overall.

```
164
Properties=species:S:1:pos:R:3
C -1.22 -8.67 -0.11
O -0.69 -9.31 0.83
N -0.70 -8.17 -1.27
C -1.47 -7.19 -2.10
C 0.67 -8.53 -1.71
H -2.18 -8.15 0.04
H -0.90 -6.27 -2.23
H -2.48 -7.05 -1.69
H -1.54 -7.80 -3.00
H 0.94 -9.43 -1.16
H 0.79 -8.80 -2.76
H 1.36 -7.72 -1.45
C 1.01 -2.72 6.15
O 2.04 -2.01 6.31
N 0.23 -2.70 5.06
C -0.78 -3.60 4.67
C 0.59 -1.87 3.89
H 0.66 -3.47 6.87
H -0.90 -4.39 5.41
H -0.51 -4.09 3.74
H -1.63 -2.92 4.61
H -0.29 -1.34 3.52
H 1.40 -1.16 3.97
H 0.96 -2.47 3.05
C -3.55 2.49 5.43
O -4.24 1.86 6.24
N -3.25 2.05 4.19
C -2.83 2.93 3.15
C -3.41 0.63 3.93
H -3.32 3.55 5.61
H -1.81 2.84 2.80
H -2.84 4.00 3.36
H -3.43 2.81 2.25
H -2.49 0.09 3.73
H -4.02 0.19 4.72
H -4.05 0.63 3.05
C -3.51 -1.23 -3.10
O -4.01 -2.06 -2.39
N -2.56 -1.33 -4.07
C -2.11 -0.11 -4.77
C -1.93 -2.56 -4.54
H -3.82 -0.18 -2.99
H -1.31 -0.26 -5.50
H -1.70 0.72 -4.19
H -3.01 0.24 -5.28
H -0.87 -2.31 -4.57
H -2.23 -3.42 -3.94
H -2.19 -2.80 -5.57
C -6.65 5.08 -0.84
O -5.72 5.80 -0.64
N -6.70 3.77 -0.68
C -7.84 3.05 -1.17
C -5.46 2.96 -0.28
H -7.63 5.45 -1.19
H -7.55 2.79 -2.19
H -8.77 3.63 -1.23
H -8.02 2.14 -0.60
H -5.75 2.15 0.40
H -4.93 2.53 -1.13
H -4.91 3.70 0.28
C 3.80 -5.92 -0.17
C 2.99 -4.64 -0.59
C 1.73 -4.50 0.16
C 1.81 -4.84 1.56
N 1.91 -5.11 2.70
H 4.21 -5.99 0.84
H 4.65 -6.05 -0.84
H 3.19 -6.82 -0.25
H 2.77 -4.57 -1.66
H 3.58 -3.83 -0.16
H 0.94 -5.10 -0.28
H 1.43 -3.45 0.16
C 4.34 0.87 5.95
C 4.81 -0.44 5.34
C 6.39 -0.56 5.53
C 7.11 0.50 4.80
N 7.73 1.33 4.22
H 3.30 1.11 5.72
H 4.87 1.73 5.53
H 4.34 0.75 7.03
H 4.73 -0.31 4.26
H 4.34 -1.34 5.73
H 6.78 -1.47 5.08
H 6.70 -0.70 6.57
C -4.01 -2.02 1.37
C -4.66 -3.35 1.59
C -4.25 -4.31 0.31
C -2.76 -4.52 0.28
N -1.62 -4.74 0.20
H -3.05 -2.08 1.87
H -4.47 -1.20 1.92
H -3.76 -1.79 0.34
H -5.75 -3.37 1.68
H -4.19 -3.86 2.43
H -4.45 -3.86 -0.66
H -4.77 -5.27 0.20
C 1.20 4.57 -2.26
C 2.12 3.83 -3.25
C 1.62 4.13 -4.69
C 1.69 5.59 -4.91
N 1.67 6.74 -5.07
H 0.20 4.15 -2.20
H 1.08 5.64 -2.43
H 1.54 4.46 -1.23
H 2.23 2.76 -3.05
H 3.10 4.26 -3.02
H 0.59 3.83 -4.89
H 2.25 3.50 -5.32
C 5.51 -0.66 -0.95
C 6.52 -0.81 -2.00
C 6.69 -2.27 -2.47
C 6.55 -3.36 -1.42
N 6.52 -4.21 -0.69
H 5.70 -1.41 -0.18
H 4.53 -0.97 -1.32
H 5.43 0.35 -0.53
H 7.39 -0.37 -1.51
H 6.33 -0.20 -2.88
H 7.74 -2.33 -2.74
H 6.05 -2.43 -3.34
C 4.38 3.59 0.19
C 5.34 3.04 1.25
C 4.77 3.09 2.67
C 4.14 4.47 2.98
N 3.59 5.48 3.06
H 4.27 4.67 0.14
H 3.43 3.06 0.28
H 4.88 3.30 -0.74
H 6.19 3.72 1.17
H 5.75 2.07 1.00
H 5.41 2.78 3.50
H 3.93 2.42 2.84
C 2.18 -0.36 0.11
C 1.01 -0.69 -0.77
C -0.31 -0.93 -0.01
C -1.12 0.28 0.03
N -1.81 1.22 0.06
H 1.97 0.36 0.90
H 2.83 0.23 -0.53
H 2.47 -1.28 0.62
H 1.15 -1.58 -1.38
H 0.76 0.07 -1.52
H -0.14 -1.31 1.00
H -0.92 -1.66 -0.53
C -2.20 4.27 -7.27
C -3.18 4.99 -6.27
C -3.65 4.12 -5.13
C -2.56 3.52 -4.33
N -1.69 3.12 -3.72
H -1.37 3.78 -6.76
H -1.82 5.02 -7.96
H -2.79 3.55 -7.84
H -3.95 5.33 -6.95
H -2.92 5.99 -5.92
H -4.26 3.37 -5.62
H -4.32 4.68 -4.48
Br -3.67 6.53 3.53
C -3.14 7.27 1.67
C -2.05 6.58 1.03
Br -2.02 7.04 -0.86
H -3.06 8.36 1.70
H -3.98 7.03 1.02
H -2.35 5.54 1.02
H -1.07 6.85 1.43
```

## Properties
Gap between HOMO and LUMO   8.85 eV
LUMO energy   -0.3 eV
E_tot   -8159.87441 hartree
E_HOMO   -0.3345 hartree

***

No. 8
DFT (ωB97M-V/def2-TZVPD) results for C22H37CaClP2 as an isolated structure.

```
63
Properties=species:S:1:pos:R:3
P -1.83 0.01 1.57
P 1.64 -1.03 -1.26
C -0.13 0.48 0.84
C 0.52 0.43 -0.64
H 0.63 0.17 1.58
H -0.22 1.57 0.94
H -0.24 0.64 -1.44
H 1.15 1.31 -0.72
C 3.21 -0.71 -0.37
H 3.80 -1.65 -0.41
H 3.00 -0.45 0.68
H 3.78 0.09 -0.87
C 2.15 -0.56 -2.98
H 3.04 0.09 -2.96
H 1.33 -0.08 -3.53
H 2.42 -1.49 -3.50
C -1.97 0.66 3.24
H -2.74 0.13 3.84
H -2.31 1.70 3.17
H -1.01 0.63 3.77
C -3.00 1.04 0.66
H -2.77 1.15 -0.41
H -2.92 2.03 1.13
H -4.03 0.68 0.79
Ca -1.06 -1.34 -0.95
C 1.79 3.22 -1.89
C 2.66 2.84 -0.92
C 2.94 3.65 0.30
C 1.72 4.37 0.96
C 0.42 3.65 0.88
C -0.49 3.77 -0.11
C -0.25 4.68 -1.28
C 1.14 4.56 -1.96
C -2.50 -1.68 1.44
H 1.62 2.58 -2.76
H 3.36 2.01 -1.11
H 3.72 4.41 0.09
H 3.38 2.98 1.05
H 1.98 4.47 2.02
H 1.67 5.39 0.56
H 0.17 3.14 1.82
H -1.52 3.41 0.01
H -0.39 5.73 -0.98
H -1.02 4.47 -2.03
H 0.98 4.80 -3.03
H 1.79 5.36 -1.58
H -2.24 -2.31 0.56
H -3.59 -1.64 1.44
H -2.23 -2.31 2.29
Cl -1.85 -3.68 -2.06
C -1.66 -4.94 -0.84
C -2.45 -6.07 -0.94
C -2.32 -7.11 0.01
C -1.45 -6.94 1.10
C -0.71 -5.78 1.26
C -0.78 -4.74 0.27
C 0.01 -3.54 0.34
H -3.17 -6.14 -1.77
H -2.88 -8.04 -0.11
H -1.37 -7.74 1.84
H -0.05 -5.62 2.13
H 0.44 -3.31 1.32
H 0.72 -3.39 -0.48
```

## Properties
Gap between HOMO and LUMO (spin up / spin down)   3.34 / 3.30 eV
LUMO energy (spin up / spin down)   0.1 / 0.1 eV
E_tot   -2680.64940 hartree
E_HOMO (spin up / spin down)   -0.1176 / -0.1164 hartree